(1)
Formula: C54H120N6
Source: the OMol25 dataset
Level of theory: wB97M-V/def2-TZVPD

Charge: +6
LUMO, Ha: -0.30285
Largest force on an atom, hartree/bohr: 0.054
2S+1: 1
Energy above the lowest of the compared OMol25 structures with the same formula, charge and spin, kcal per mole: 0.00
Frontier orbital gap, hartree: 0.3616

```
180
Properties=species:S:1:pos:R:3:mulliken_charge:R:1
C -9.023 -9.415 -3.179 -1.14
C -8.738 -9.753 -4.628 -0.77
C -9.164 -8.829 -5.809 -0.55
C -10.663 -8.779 -6.021 -0.66
N -11.225 -8.293 -7.362 -0.03
C -12.804 -8.266 -7.358 -0.47
C -13.078 -6.815 -6.880 -0.53
C -11.753 -6.085 -6.678 -0.72
C -10.764 -6.825 -7.619 -0.51
C -10.850 -9.181 -8.631 -1.02
H -9.912 -8.794 -3.064 0.32
H -8.212 -9.002 -2.579 0.33
H -9.256 -10.340 -2.650 0.32
H -8.965 -10.798 -4.842 0.46
H -7.649 -9.802 -4.599 0.38
H -8.599 -9.099 -6.701 0.32
H -8.807 -7.884 -5.398 0.32
H -11.188 -8.165 -5.289 0.47
H -11.036 -9.804 -6.011 0.34
H -13.148 -8.357 -8.388 0.34
H -13.236 -9.135 -6.861 0.34
H -13.634 -6.168 -7.559 0.40
H -13.702 -6.670 -5.998 0.31
H -11.930 -5.019 -6.819 0.44
H -11.427 -6.070 -5.638 0.31
H -10.979 -6.509 -8.640 0.44
H -9.707 -6.721 -7.374 0.37
H -11.108 -10.236 -8.728 0.34
H -9.769 -9.056 -8.697 0.40
H -11.310 -8.630 -9.451 0.47
C 10.574 0.907 -6.850 -1.11
C 11.216 2.326 -6.911 -0.58
C 10.549 3.361 -7.882 -0.61
C 10.485 2.828 -9.355 -0.82
N 9.255 3.247 -10.171 0.12
C 7.879 2.792 -9.517 -0.54
C 7.020 2.503 -10.753 -0.59
C 7.887 2.082 -11.864 -0.58
C 9.272 2.538 -11.533 -0.50
C 9.264 4.775 -10.413 -0.99
H 10.992 0.247 -7.610 0.32
H 9.487 0.847 -6.904 0.25
H 10.864 0.412 -5.924 0.36
H 12.269 2.255 -7.184 0.35
H 11.102 2.912 -6.000 0.38
H 11.016 4.346 -7.875 0.43
H 9.552 3.447 -7.450 0.30
H 10.276 1.759 -9.369 0.43
H 11.398 3.054 -9.907 0.49
H 7.515 3.562 -8.837 0.39
H 8.003 1.898 -8.906 0.27
H 6.522 3.425 -11.052 0.32
H 6.286 1.707 -10.622 0.35
H 7.547 2.545 -12.790 0.27
H 7.832 1.014 -12.076 0.38
H 9.795 3.111 -12.298 0.45
H 9.856 1.622 -11.442 0.28
H 8.955 5.241 -9.477 0.36
H 8.448 4.925 -11.119 0.48
H 10.248 5.078 -10.770 0.33
C 7.886 1.856 6.104 -1.24
C 7.535 0.463 5.668 -0.80
C 6.502 -0.248 6.457 -0.23
C 6.931 -0.565 7.898 -0.78
N 6.056 -1.639 8.536 0.28
C 6.292 -3.014 7.791 -0.54
C 4.917 -3.605 7.389 -0.53
C 3.914 -2.837 8.231 -0.58
C 4.475 -1.473 8.385 -0.44
C 6.443 -1.754 10.016 -0.98
H 8.344 1.842 7.093 0.31
H 6.944 2.392 6.222 0.32
H 8.415 2.458 5.365 0.37
H 8.490 -0.042 5.527 0.34
H 7.060 0.564 4.692 0.32
H 6.188 -1.099 5.852 0.35
H 5.550 0.282 6.418 0.32
H 6.864 0.342 8.499 0.50
H 7.943 -0.955 8.012 0.33
H 6.916 -3.583 8.480 0.41
H 6.807 -2.872 6.841 0.27
H 4.965 -4.645 7.711 0.32
H 4.699 -3.457 6.331 0.34
H 3.758 -3.360 9.175 0.32
H 3.025 -2.830 7.602 0.33
H 3.962 -1.055 9.252 0.27
H 4.250 -0.768 7.585 0.26
H 5.689 -2.450 10.384 0.45
H 6.365 -0.812 10.559 0.34
H 7.382 -2.290 10.156 0.35
C 2.974 16.128 0.275 -1.38
C 2.345 14.900 -0.236 -0.49
C 2.275 13.851 0.873 -0.39
C 1.580 12.519 0.365 -0.74
N 1.732 11.381 1.400 0.20
C 1.166 10.087 0.757 -0.77
C -0.363 10.016 0.987 -0.48
C -0.539 10.926 2.182 -0.76
C 0.813 11.494 2.589 -0.70
C 3.157 11.100 1.899 -1.20
H 2.941 16.968 -0.419 0.36
H 4.029 15.877 0.391 0.34
H 2.743 16.516 1.267 0.36
H 2.936 14.520 -1.069 0.33
H 1.404 15.150 -0.726 0.40
H 1.690 14.279 1.687 0.35
H 3.227 13.460 1.231 0.31
H 1.965 12.122 -0.575 0.44
H 0.521 12.765 0.289 0.32
H 1.749 9.199 0.999 0.42
H 1.507 10.130 -0.277 0.44
H -0.798 9.023 1.098 0.35
H -0.901 10.351 0.100 0.31
H -1.074 10.300 2.897 0.39
H -1.223 11.762 2.034 0.35
H 1.293 10.824 3.303 0.43
H 0.965 12.517 2.933 0.47
H 3.833 10.983 1.052 0.41
H 3.313 10.209 2.507 0.42
H 3.438 11.919 2.561 0.52
C -3.532 -2.250 -2.441 -1.09
C -3.032 -2.375 -1.024 -0.78
C -1.521 -2.626 -0.908 -0.27
C -0.782 -1.339 -1.314 -0.82
N 0.734 -1.512 -1.279 0.25
C 1.357 -0.121 -1.474 -0.52
C 2.696 -0.551 -2.056 -0.57
C 2.383 -1.592 -3.133 -0.62
C 1.294 -2.385 -2.403 -0.44
C 1.223 -2.132 0.040 -1.09
H -2.992 -3.005 -3.012 0.27
H -3.247 -1.246 -2.755 0.29
H -4.602 -2.457 -2.460 0.37
H -3.569 -3.187 -0.533 0.42
H -3.235 -1.386 -0.616 0.32
H -1.255 -3.495 -1.510 0.39
H -1.370 -2.915 0.132 0.32
H -0.969 -0.502 -0.641 0.34
H -0.972 -0.995 -2.330 0.41
H 1.417 0.465 -0.558 0.34
H 0.746 0.273 -2.286 0.36
H 3.338 -0.991 -1.292 0.30
H 3.228 0.269 -2.538 0.40
H 3.276 -2.172 -3.366 0.32
H 1.813 -1.182 -3.967 0.33
H 1.759 -3.302 -2.038 0.28
H 0.377 -2.569 -2.962 0.33
H 2.235 -2.531 -0.031 0.44
H 0.605 -2.942 0.426 0.33
H 1.241 -1.350 0.800 0.39
C -4.335 -2.143 10.798 -1.08
C -4.321 -3.689 10.958 -0.75
C -5.122 -4.548 9.972 -0.57
C -5.314 -4.003 8.574 -0.72
N -6.756 -3.989 8.166 -0.18
C -7.418 -5.386 8.124 -0.61
C -8.632 -5.213 7.103 -0.70
C -8.214 -4.130 6.082 -0.57
C -6.834 -3.570 6.595 -0.56
C -7.554 -2.920 8.954 -0.86
H -3.816 -1.860 9.882 0.30
H -3.829 -1.616 11.607 0.39
H -5.353 -1.789 10.632 0.22
H -4.645 -4.061 11.930 0.39
H -3.307 -4.056 11.119 0.43
H -6.024 -4.796 10.531 0.43
H -4.559 -5.480 10.018 0.36
H -4.988 -4.705 7.806 0.40
H -4.839 -3.039 8.389 0.49
H -7.612 -5.831 9.099 0.43
H -6.673 -6.110 7.793 0.43
H -9.509 -4.791 7.594 0.33
H -9.006 -6.087 6.570 0.43
H -8.900 -3.296 5.936 0.32
H -8.185 -4.567 5.084 0.33
H -6.750 -2.484 6.578 0.41
H -5.985 -4.018 6.080 0.40
H -7.245 -1.920 8.648 0.34
H -7.332 -3.146 9.997 0.36
H -8.584 -3.039 8.617 0.41
```


(2)
Formula: C15H16N2
Source: the OMol25 dataset
Level of theory: wB97M-V/def2-TZVPD

LUMO, Ha: 0.01863
SMILES: N#CCC[C@]12CCCCC1=Nc1ccccc12
Largest force on an atom, hartree/bohr: 0.057
2S+1: 1
Energy above the lowest of the compared OMol25 structures with the same formula, charge and spin, kcal per mole: 0.00
Frontier orbital gap, hartree: 0.3389

```
33
Properties=species:S:1:pos:R:3:mulliken_charge:R:1
N -4.979 0.120 -1.320 -0.45
C -3.824 0.022 -1.237 0.03
N 1.423 1.476 1.198 -0.84
C 0.441 0.618 1.404 -0.09
C 2.618 2.026 -2.273 -0.41
C 1.731 1.162 -2.946 -0.91
C 2.556 2.179 -0.872 -0.49
C 0.831 0.419 -2.204 -0.17
C 1.605 1.480 -0.171 -0.09
C 0.766 0.570 -0.821 -0.54
C -2.348 -0.162 -1.266 -0.08
C 0.085 0.077 2.754 -0.78
C 0.295 -1.444 2.746 -0.76
C -0.362 -2.142 1.533 -0.68
C -1.676 0.376 0.034 -1.16
C 0.170 -1.528 0.265 -1.20
C -0.162 -0.032 0.162 2.49
H 3.353 2.545 -2.898 0.36
H 1.781 1.011 -4.038 0.36
H 3.229 2.838 -0.313 0.44
H 0.188 -0.287 -2.707 0.50
H -1.924 0.350 -2.131 0.30
H -2.158 -1.259 -1.387 0.23
H 0.707 0.473 3.576 0.36
H -0.959 0.302 2.973 0.36
H 1.367 -1.655 2.766 0.33
H -0.160 -1.883 3.634 0.37
H -1.447 -2.146 1.560 0.34
H -0.098 -3.205 1.492 0.39
H -2.179 -0.017 0.903 0.48
H -1.777 1.461 0.021 0.44
H -0.335 -2.044 -0.589 0.38
H 1.240 -1.702 0.151 0.49
```


(3)
Formula: C24H36F6MnO18P
Source: the OMol25 dataset
Level of theory: wB97M-V/def2-TZVPD

Charge: +2
LUMO (alpha / beta), Ha: -0.16002 / -0.41533
Expectation value of S²: 12.009
Largest force on an atom, hartree/bohr: 0.134
2S+1: 7
Frontier orbital gap (alpha / beta), hartree: 0.3974 / 0.1423

```
86
Properties=species:S:1:pos:R:3:mulliken_charge:R:1
Mn 19.542 -13.432 -0.429 2.62
P 21.303 -10.890 -0.834 1.19
F 21.639 -12.464 -0.725 -0.59
F 20.976 -11.340 0.667 -0.43
F 22.761 -10.453 -0.179 -0.37
F 20.635 -9.372 -0.828 -0.37
F 21.649 -10.775 -2.426 -0.36
F 19.740 -11.433 -1.030 -0.49
C 15.071 -11.465 -4.195 -1.00
C 14.746 -11.444 -2.744 0.35
C 13.996 -12.652 -2.159 -0.47
O 15.024 -13.287 -1.373 -0.33
C 16.190 -12.608 -1.388 0.26
O 17.198 -12.934 -0.854 0.09
O 15.999 -11.393 -1.968 -0.34
H 15.501 -10.516 -4.514 0.35
H 14.316 -11.938 -4.823 0.35
H 15.931 -12.132 -4.251 0.09
H 14.177 -10.575 -2.414 0.32
H 13.686 -13.341 -2.944 0.26
H 13.211 -12.417 -1.440 0.31
C 20.240 -16.610 -5.602 -1.20
C 19.261 -15.350 -5.666 0.40
C 17.937 -15.833 -5.273 -0.60
O 17.797 -15.325 -3.912 -0.27
C 18.867 -14.490 -3.540 0.19
O 19.038 -13.750 -2.491 -0.41
O 19.756 -14.437 -4.627 -0.30
H 21.295 -16.353 -5.508 0.32
H 20.178 -17.402 -6.347 0.39
H 20.019 -17.060 -4.634 0.17
H 19.370 -14.902 -6.654 0.45
H 17.764 -16.908 -5.324 0.32
H 17.197 -15.207 -5.773 0.32
C 20.447 -17.736 4.192 -1.45
C 21.130 -16.369 4.023 0.33
C 22.451 -16.532 3.334 -0.51
O 22.218 -15.608 2.270 -0.30
C 20.967 -15.165 2.111 0.70
O 20.563 -14.489 1.128 -0.14
O 20.274 -15.634 3.129 -0.29
H 20.062 -18.013 3.211 0.36
H 19.626 -17.677 4.906 0.32
H 20.948 -18.658 4.487 0.43
H 21.097 -15.659 4.849 0.47
H 22.585 -17.589 3.102 0.31
H 23.304 -16.212 3.932 0.32
C 17.247 -19.457 1.652 -1.43
C 16.949 -18.488 0.554 0.67
C 16.107 -17.308 0.909 -0.72
O 16.682 -16.154 0.432 -0.26
C 17.885 -16.480 -0.079 0.15
O 18.620 -15.592 -0.547 0.24
O 18.104 -17.860 0.013 -0.29
H 18.016 -20.192 1.414 0.34
H 16.440 -20.123 1.958 0.39
H 17.649 -18.906 2.503 0.27
H 16.422 -19.032 -0.230 0.20
H 16.028 -17.292 1.996 0.35
H 15.085 -17.322 0.531 0.34
C 17.698 -9.135 3.841 -1.69
C 18.724 -10.123 3.527 0.57
C 18.897 -11.375 4.512 -0.57
O 19.089 -12.433 3.554 -0.24
C 18.648 -12.089 2.390 0.15
O 18.638 -12.783 1.341 -0.65
O 18.152 -10.826 2.401 -0.18
H 17.559 -8.422 3.029 0.37
H 17.858 -8.486 4.702 0.43
H 16.727 -9.595 4.029 0.37
H 19.585 -9.476 3.356 0.25
H 18.106 -11.568 5.237 0.36
H 19.753 -10.994 5.069 0.35
C 23.461 -18.871 -0.909 -1.39
C 23.500 -17.593 -1.828 0.28
C 22.564 -17.519 -3.025 -0.63
O 21.515 -16.760 -2.671 -0.07
C 21.840 -16.044 -1.690 0.13
O 21.132 -15.091 -1.303 0.17
O 22.936 -16.519 -1.066 -0.33
H 24.114 -18.652 -0.064 0.40
H 23.881 -19.777 -1.347 0.41
H 22.469 -19.182 -0.581 0.29
H 24.517 -17.237 -1.996 0.34
H 22.269 -18.499 -3.399 0.44
H 23.015 -17.055 -3.902 0.39
```


(4)
Formula: Cd4N5O15
Source: the OMol25 dataset
Level of theory: wB97M-V/def2-TZVPD

Charge: +4
LUMO (alpha / beta), Ha: -0.62621 / -0.62597
Expectation value of S²: 0.761
Largest force on an atom, hartree/bohr: 0.199
2S+1: 2
Frontier orbital gap (alpha / beta), hartree: 0.1042 / 0.1055

```
24
Properties=species:S:1:pos:R:3:mulliken_charge:R:1
Cd -4.060 -0.743 0.406 1.46
Cd 1.455 -1.142 2.523 1.33
Cd 0.515 3.215 0.085 1.65
Cd 0.905 -0.430 -2.628 1.40
N -3.996 -0.146 -2.743 0.97
O -4.353 0.936 -2.985 -0.48
O -3.969 -0.533 -1.626 -0.50
O -4.094 -0.866 -3.651 -0.40
N 0.563 -4.257 2.615 1.08
O 1.106 -3.208 2.248 -0.54
O -0.403 -4.725 2.061 -0.24
O 0.669 -4.783 3.751 -0.11
N 2.455 2.360 -2.320 0.85
O 1.784 2.933 -1.476 -0.54
O 3.014 3.073 -3.225 -0.31
O 2.289 1.200 -2.276 -0.62
N 2.333 1.993 2.202 1.15
O 2.196 2.800 1.343 -0.61
O 2.789 2.104 3.308 -0.43
O 1.785 0.862 1.972 -0.56
N -0.727 -0.108 0.129 0.91
O -1.954 -0.283 0.047 -0.36
O -0.176 -0.945 0.823 -0.46
O -0.127 0.692 -0.583 -0.66
```


(5)
Formula: C9H14N4
Source: the OMol25 dataset
Level of theory: wB97M-V/def2-TZVPD

Charge: +2
LUMO, Ha: -0.32527
SMILES: NCC1=C(/C=[NH+]\[n+]2cc[nH]c2)CC1
Largest force on an atom, hartree/bohr: 0.023
2S+1: 1
Energy above the lowest of the compared OMol25 structures with the same formula, charge and spin, kcal per mole: 42.48
Frontier orbital gap, hartree: 0.3006

```
27
Properties=species:S:1:pos:R:3:mulliken_charge:R:1
C 0.167 2.730 2.994 -0.42
C 1.637 -0.092 -0.454 -0.05
C 1.228 2.361 2.230 -0.23
C 0.821 -1.119 -0.875 0.19
C -0.590 1.449 1.372 -0.10
C -0.095 -2.892 -1.537 -0.56
C 1.369 -2.439 -1.397 -0.80
C -0.500 -1.528 -1.123 0.17
C -1.825 -0.939 -1.312 -0.65
N -0.936 2.157 2.442 0.03
N 1.598 1.020 0.297 -0.53
N 0.739 1.555 1.224 0.47
N -1.972 0.457 -0.945 -0.61
H 0.136 3.346 3.873 0.42
H 2.657 -0.247 -0.809 0.44
H 2.265 2.618 2.336 0.42
H -0.413 -3.201 -2.533 0.33
H -0.398 -3.686 -0.852 0.31
H 1.977 -2.995 -0.688 0.34
H 1.890 -2.364 -2.347 0.34
H -2.534 -1.546 -0.727 0.38
H -2.110 -1.144 -2.362 0.47
H -1.883 2.273 2.785 0.26
H 2.483 1.526 0.324 0.28
H -2.956 0.712 -0.975 0.26
H -1.495 1.056 -1.614 0.28
H -1.258 0.933 0.673 0.55
```


(6)
Formula: C5H11N4
Source: the OMol25 dataset
Level of theory: wB97M-V/def2-TZVPD

Charge: +1
LUMO (alpha / beta), Ha: -0.11520 / -0.22175
Expectation value of S²: 2.027
Largest force on an atom, hartree/bohr: 0.100
2S+1: 3
Energy above the lowest of the compared OMol25 structures with the same formula, charge and spin, kcal per mole: 66.01
Frontier orbital gap (alpha / beta), hartree: 0.3005 / 0.2670

```
20
Properties=species:S:1:pos:R:3:mulliken_charge:R:1
C -2.288 1.156 -0.364 0.07
C -2.169 -0.269 -0.336 -0.30
C 0.015 0.176 0.360 0.06
C -0.729 -2.057 0.513 -0.95
C 2.392 0.998 0.760 -0.79
N -1.245 1.898 -0.303 -0.44
N -0.921 -0.740 -0.043 0.16
N 1.779 -0.482 -1.061 -0.66
N 1.270 0.148 0.122 0.40
H -3.276 1.644 -0.358 0.41
H -3.039 -0.882 -0.748 0.34
H -0.966 -1.865 1.595 0.39
H -1.454 -2.902 0.209 0.33
H 0.228 -2.445 0.201 0.28
H 2.444 0.647 1.802 0.34
H 3.307 0.750 0.318 0.33
H 2.103 2.056 0.765 0.29
H -1.267 2.828 -0.155 0.20
H 1.109 -0.270 -1.886 0.26
H 2.708 -0.389 -1.392 0.29
```


(7)
Formula: C4H6OS
Source: the OMol25 dataset
Level of theory: wB97M-V/def2-TZVPD

LUMO, Ha: 0.01899
SMILES: O=C1CC[C@H]1S
Largest force on an atom, hartree/bohr: 0.133
2S+1: 1
Energy above the lowest of the compared OMol25 structures with the same formula, charge and spin, kcal per mole: 66.62
Frontier orbital gap, hartree: 0.3569

```
12
Properties=species:S:1:pos:R:3:mulliken_charge:R:1
C 0.770 -0.217 0.371 -0.23
C -0.251 -1.053 -0.203 -0.44
C -1.324 0.091 -0.152 -0.50
C -0.232 1.038 0.213 0.48
H 2.012 1.453 -0.736 0.18
H 0.843 -0.433 1.527 0.24
H -0.494 -1.828 0.570 0.20
H 0.140 -1.626 -0.975 0.34
H -2.165 0.014 0.561 0.26
H -1.988 0.194 -1.066 0.27
O 0.096 2.169 -0.028 -0.54
S 2.592 0.198 -0.082 -0.24
```


(8)
Formula: C19H19N3O5S
Source: the OMol25 dataset
Level of theory: wB97M-V/def2-TZVPD

LUMO, Ha: -0.00840
Largest force on an atom, hartree/bohr: 0.366
2S+1: 1
Energy above the lowest of the compared OMol25 structures with the same formula, charge and spin, kcal per mole: 439.21
Frontier orbital gap, hartree: 0.3279

```
47
Properties=species:S:1:pos:R:3:mulliken_charge:R:1
C -1.620 -2.043 -2.579 -2.34
C -0.550 -1.054 -2.119 1.16
C -0.958 0.344 -1.870 -0.35
C -0.188 1.155 -1.340 -1.04
C 1.094 0.646 -1.245 0.75
C 1.455 -0.540 -1.329 -1.91
C 0.537 -1.537 -1.696 1.05
C 1.071 -2.791 -2.222 -2.49
H 2.080 -2.901 -1.905 0.53
H 0.522 -3.554 -1.532 0.34
H 0.935 -2.877 -3.133 0.67
H 2.448 -0.600 -1.344 1.42
S 2.233 1.873 -0.590 1.35
O 1.519 3.373 -0.276 -0.74
O 3.394 2.010 -1.397 -0.63
N 2.610 1.560 1.191 -0.45
H 1.950 1.375 1.769 0.39
C 3.635 0.508 1.268 -1.55
C 3.230 -0.748 1.198 1.13
O 3.704 -1.806 1.109 -0.55
O 1.811 -0.851 1.610 -0.27
C 1.054 -1.993 1.924 -1.06
C -0.218 -1.777 1.325 0.99
N -1.062 -2.729 0.929 -0.66
N -2.165 -1.992 0.242 -0.23
C -1.948 -0.895 0.827 0.35
C -3.001 -0.049 0.710 0.36
C -4.233 0.001 0.157 0.41
C -5.284 0.810 0.159 -1.23
C -4.858 2.106 0.493 0.16
C -3.630 2.550 0.893 -1.83
C -2.731 1.415 0.965 0.32
H -1.690 1.702 1.511 0.08
H -3.422 3.323 1.209 0.90
H -5.658 2.864 0.311 0.27
H -6.138 0.825 -0.320 0.48
H -4.459 -1.171 -0.269 0.09
O -0.803 -0.664 1.623 -0.28
H 1.132 -2.381 2.830 0.67
H 1.573 -2.717 1.262 0.37
H 4.360 0.654 2.245 0.31
H 4.188 0.727 0.554 0.80
H -0.650 2.152 -1.056 0.45
H -2.190 0.395 -2.017 0.21
H -1.957 -2.767 -2.002 0.63
H -2.464 -1.632 -2.909 0.64
H -1.194 -2.618 -3.522 0.31
```